(1)
18
Properties=species:S:1:pos:R:3 method="wB97M-V/def2-TZVPD" gap_ha=0.3703 spin_multiplicity=1 relative_energy_kj_mol=613.5
C -0.8576 -0.1528 -0.1539
O 0.1129 -1.1351 -0.0789
H 0.4179 -0.1054 3.0216
H -0.5600 0.8570 -0.0075
H -0.2889 1.4496 2.0371
H -1.1721 -1.0151 -2.0769
C 1.0896 -0.1900 -0.4594
C -1.2744 -0.0371 1.2582
H -1.6343 -0.9062 1.8248
H 2.0048 -0.7834 -0.5312
C -0.9400 0.0106 -1.6389
O 1.1967 0.5628 0.8856
H 0.7581 1.4412 -1.8300
C 0.6167 0.3711 -1.8083
H -1.4559 0.8005 -2.2064
C 0.0659 0.3633 1.8627
H -2.1052 0.6653 1.4779
H 1.3577 -0.0163 -2.5246

=====

(2)
21
Properties=species:S:1:pos:R:3 method="wB97M-V/def2-TZVPD" gap_ha=0.3396 spin_multiplicity=1 relative_energy_kj_mol=444.9
H 2.1901 1.9353 -0.0698
C -0.9803 -0.0408 0.5887
H 0.6989 1.7403 -1.1357
H -2.5572 0.2366 1.5178
H 0.4570 -0.2804 -2.3920
C 1.1166 1.5974 -0.0598
H 1.5614 -1.9240 -2.2313
H -3.5400 -0.1826 -0.6640
H 2.8166 -0.4318 1.5680
C 1.1336 -0.9899 -1.7367
H 1.1523 -0.6481 2.3707
O -1.3640 -0.2196 -0.6700
C -2.5991 -0.8334 -0.9055
N 1.3773 -0.8436 -0.5165
H 0.4422 2.2478 0.5523
N -1.5596 0.2591 1.6506
H 2.0692 0.9878 2.1084
H -2.7224 -1.7184 -0.1371
C 1.7723 0.0661 1.6783
C 1.0846 0.1714 0.3579
H -2.5495 -1.1291 -1.8742

=====

(3)
39
Properties=species:S:1:pos:R:3 method="wB97M-V/def2-TZVPD" gap_ha=0.3125 smiles=CCN(C)CCNC.O.O.O.O.O spin_multiplicity=1 relative_energy_kj_mol=244.1
H 0.0429 1.4420 2.1777
H -0.4393 1.7908 0.6463
N 1.5451 1.1486 0.7365
H -3.8446 1.2800 -0.3688
H 4.0023 -0.9330 2.0508
H 3.3445 1.3048 1.6587
H -0.8806 -0.4538 -0.0096
H -1.3360 -0.4378 2.9352
H -1.9050 -2.7001 -1.7595
O -0.3113 -1.6945 -4.1207
H -1.6712 -2.4666 1.3231
H 2.4135 -1.6339 1.6275
H 1.0558 3.3882 0.2289
O 0.8640 0.7325 -3.7580
C -0.4680 -0.3740 0.9908
H 1.1303 1.6605 -3.7558
C 1.7620 0.7792 -0.6209
H -0.0144 0.7984 -3.3578
H 1.9113 -0.2889 -0.8373
C 3.0912 -0.7928 1.4765
C 2.5142 0.5955 1.7315
H -3.3764 0.1569 0.5915
H 0.9835 1.0837 -1.3085
H 3.3187 -0.8738 0.4147
O -2.1767 -2.9888 -0.8810
C 0.1508 1.0319 1.1697
H -3.1565 -1.6601 1.0863
N -1.5502 -0.4591 1.9499
H -2.8958 -2.3940 -0.6406
H -2.7401 -2.1076 2.6947
H 0.2733 4.3441 -0.6735
H 0.0577 -0.8956 -4.5186
H -0.5369 -1.4557 -3.2126
O -4.0243 0.3770 -0.0883
C -2.3114 -1.7129 1.7738
H 2.6274 1.2428 -1.1169
O 0.1699 3.5609 -0.1218
H 2.0377 0.6919 2.7036
H 0.3424 -1.0868 1.1824

=====

| no. | DFT total energy (a.u.) | LUMO energy (eV) | highest occupied orbital energy (eV) |
| --- | --- | --- | --- |
| 1 | -384.8687 | 1.00 | -9.08 |
| 2 | -420.4145 | 0.66 | -8.58 |
| 3 | -729.8398 | 0.07 | -8.44 |